Record 1
{
  "formula": "C2H2O2S",
  "method": "ωB97M-V/def2-TZVPD",
  "symbols": ["C", "C", "H", "H", "O", "O", "S"],
  "coordinates": [[-0.24, 0.19, 0.77], [0.19, -0.85, -0.28], [0.58, 1.47, -0.91], [0.41, -1.89, -0.03], [-0.65, -0.18, 1.83], [-0.13, -0.65, -1.45], [-0.17, 1.90, 0.06]],
  "mulliken_charge": [0.54, -0.06, 0.15, 0.35, -0.43, -0.40, -0.15],
  "de_lowest_ev": 0.6579,
  "homo_lumo_gap_ev": 9.377,
  "energy_ha": -626.0382,
  "mol_weight_g_mol": 90.103
}

***

Record 2
{
  "formula": "C28H28CeN5O5",
  "method": "ωB97M-V/def2-TZVPD",
  "symbols": ["Ce", "C", "N", "C", "C", "C", "C", "C", "C", "N", "C", "C", "C", "C", "C", "C", "N", "C", "C", "C", "C", "C", "N", "H", "H", "H", "H", "H", "H", "H", "H", "H", "H", "H", "H", "H", "H", "H", "H", "H", "H", "O", "C", "O", "C", "C", "C", "N", "C", "C", "C", "O", "O", "H", "H", "H", "C", "C", "C", "O", "H", "H", "H", "H", "H", "H", "H"],
  "coordinates": [[0.08, 0.34, -0.60], [0.76, 0.48, 2.83], [0.78, -0.65, 1.90], [2.10, -1.31, 1.88], [3.08, -0.73, 0.88], [4.40, -0.49, 1.20], [5.26, 0.01, 0.23], [4.76, 0.25, -1.04], [3.42, -0.02, -1.29], [2.60, -0.50, -0.35], [-0.27, -1.61, 2.25], [-0.46, -2.67, 1.19], [-0.82, -3.97, 1.52], [-1.02, -4.89, 0.50], [-0.83, -4.49, -0.81], [-0.46, -3.17, -1.05], [-0.29, -2.28, -0.08], [1.58, 1.65, 2.36], [2.15, 2.52, 3.29], [2.82, 3.64, 2.83], [2.90, 3.86, 1.47], [2.31, 2.95, 0.62], [1.67, 1.86, 1.05], [1.10, 0.18, 3.83], [-0.28, 0.83, 2.91], [1.95, -2.35, 1.60], [2.55, -1.31, 2.88], [4.76, -0.68, 2.21], [6.29, 0.21, 0.47], [5.39, 0.65, -1.83], [2.98, 0.15, -2.26], [-1.21, -1.06, 2.36], [-0.07, -2.10, 3.22], [-0.94, -4.25, 2.56], [-1.31, -5.91, 0.73], [-0.97, -5.17, -1.63], [-0.30, -2.80, -2.06], [2.06, 2.32, 4.35], [3.27, 4.34, 3.53], [3.40, 4.73, 1.06], [2.33, 3.09, -0.46], [-6.64, 2.66, -0.27], [-6.50, 1.43, -0.29], [-7.32, 0.50, -0.33], [-5.00, 0.96, -0.15], [-4.69, -0.39, -0.20], [-3.37, -0.79, -0.10], [-2.36, 0.09, 0.05], [-2.69, 1.39, 0.12], [-3.97, 1.88, 0.01], [-1.48, 2.30, 0.33], [-1.19, 2.64, 1.47], [-0.73, 2.44, -0.69], [-5.50, -1.10, -0.32], [-3.09, -1.83, -0.15], [-4.21, 2.93, 0.05], [-0.24, 1.45, -4.13], [-0.80, 0.24, -3.38], [-1.40, -0.80, -4.32], [0.21, -0.35, -2.60], [-1.02, 1.94, -4.71], [0.55, 1.13, -4.81], [0.16, 2.18, -3.43], [-1.63, 0.61, -2.71], [-0.62, -1.21, -4.96], [-2.18, -0.36, -4.95], [-1.85, -1.61, -3.75]],
  "mulliken_spin": [0.98, 0.00, 0.00, 0.00, 0.00, 0.00, 0.00, 0.00, 0.01, 0.01, 0.00, 0.00, 0.00, 0.00, 0.00, 0.00, 0.00, 0.00, 0.00, 0.00, 0.00, 0.00, -0.01, 0.00, 0.00, 0.00, 0.00, 0.00, 0.00, 0.00, 0.00, 0.00, 0.00, 0.00, 0.00, 0.00, 0.00, 0.00, 0.00, 0.00, 0.00, 0.00, 0.00, 0.00, 0.00, 0.00, 0.00, 0.00, 0.00, 0.00, 0.00, 0.00, 0.00, 0.00, 0.00, 0.00, 0.00, 0.00, 0.00, 0.00, 0.00, 0.00, 0.00, 0.00, 0.00, 0.00, 0.00],
  "de_lowest_ev": 0.0015,
  "homo_lumo_gap_ev": [6.632, 6.633],
  "energy_ha": -2209.0370,
  "spin_multiplicity": 2,
  "mol_weight_g_mol": 654.678
}

***

Record 3
{
  "formula": "C12H14BNO",
  "method": "ωB97M-V/def2-TZVPD",
  "symbols": ["B", "C", "C", "C", "C", "C", "C", "C", "C", "C", "C", "C", "C", "N", "O", "H", "H", "H", "H", "H", "H", "H", "H", "H", "H", "H", "H", "H", "H"],
  "coordinates": [[4.11, 0.93, 1.35], [-1.18, 1.57, -0.43], [-1.04, -0.79, -0.17], [-2.55, 1.63, -0.13], [-2.39, -0.79, 0.08], [-0.40, 0.44, -0.50], [-3.10, 0.36, 0.15], [2.80, 0.07, 0.99], [1.95, -0.31, -0.31], [4.20, -0.40, 0.62], [3.03, -0.48, -1.35], [4.27, -0.48, -0.87], [-5.20, -0.80, 0.62], [0.93, 0.51, -0.88], [-4.41, 0.37, 0.52], [4.50, 2.03, 1.70], [-0.66, 2.51, -0.78], [-0.48, -1.62, -0.41], [-3.11, 2.48, -0.10], [-2.91, -1.79, 0.03], [2.50, -0.47, 1.96], [1.45, -1.29, -0.02], [4.77, -1.20, 0.95], [2.80, -0.33, -2.41], [5.11, -0.76, -1.48], [-4.49, -1.62, 0.99], [-5.67, -0.98, -0.37], [-5.97, -0.36, 1.21], [1.12, 1.57, -0.96]],
  "mulliken_charge": [0.23, -0.27, -0.79, -1.22, -0.52, 0.44, 1.29, -0.97, 0.71, -0.23, -0.85, -0.48, -0.68, -0.20, -0.41, -0.02, 0.14, 0.55, 0.54, 0.17, 0.15, 0.18, 0.39, 0.38, 0.45, 0.30, 0.26, 0.24, 0.22],
  "de_lowest_ev": 4.0367,
  "homo_lumo_gap_ev": 7.440,
  "energy_ha": -620.3249,
  "mol_weight_g_mol": 199.062
}

***

Record 4
{
  "formula": "C5H11IN2S",
  "method": "ωB97M-V/def2-TZVPD",
  "symbols": ["C", "C", "C", "C", "C", "N", "N", "S", "I", "H", "H", "H", "H", "H", "H", "H", "H", "H", "H", "H"],
  "coordinates": [[-1.74, -1.07, -0.29], [-0.37, -0.94, -0.45], [-2.59, -2.32, -0.51], [0.39, 0.39, -0.27], [1.82, 0.37, 0.17], [2.14, 2.89, -0.45], [2.02, 2.28, 2.16], [2.34, 1.98, 0.71], [4.82, 1.57, 0.78], [-2.33, -0.27, 0.03], [0.16, -1.89, -0.59], [-3.34, -2.15, -1.31], [-3.05, -2.78, 0.44], [-1.95, -3.15, -0.92], [0.07, 0.82, 0.64], [0.18, 0.99, -1.16], [2.04, -0.36, 0.92], [2.62, 0.19, -0.53], [2.11, 3.84, -0.20], [1.78, 3.31, 2.31]],
  "mulliken_charge": [-0.21, -0.44, -1.12, -0.58, -0.48, -0.55, -0.55, 0.40, -0.15, 0.41, 0.26, 0.29, 0.28, 0.29, 0.38, 0.37, 0.42, 0.48, 0.25, 0.25],
  "de_lowest_ev": 1.3090,
  "homo_lumo_gap_ev": 8.671,
  "energy_ha": -1002.3594,
  "mol_weight_g_mol": 258.128
}

***

Repeat the fourth record exactly.
{
  "formula": "C5H11IN2S",
  "method": "ωB97M-V/def2-TZVPD",
  "symbols": ["C", "C", "C", "C", "C", "N", "N", "S", "I", "H", "H", "H", "H", "H", "H", "H", "H", "H", "H", "H"],
  "coordinates": [[-1.74, -1.07, -0.29], [-0.37, -0.94, -0.45], [-2.59, -2.32, -0.51], [0.39, 0.39, -0.27], [1.82, 0.37, 0.17], [2.14, 2.89, -0.45], [2.02, 2.28, 2.16], [2.34, 1.98, 0.71], [4.82, 1.57, 0.78], [-2.33, -0.27, 0.03], [0.16, -1.89, -0.59], [-3.34, -2.15, -1.31], [-3.05, -2.78, 0.44], [-1.95, -3.15, -0.92], [0.07, 0.82, 0.64], [0.18, 0.99, -1.16], [2.04, -0.36, 0.92], [2.62, 0.19, -0.53], [2.11, 3.84, -0.20], [1.78, 3.31, 2.31]],
  "mulliken_charge": [-0.21, -0.44, -1.12, -0.58, -0.48, -0.55, -0.55, 0.40, -0.15, 0.41, 0.26, 0.29, 0.28, 0.29, 0.38, 0.37, 0.42, 0.48, 0.25, 0.25],
  "de_lowest_ev": 1.3090,
  "homo_lumo_gap_ev": 8.671,
  "energy_ha": -1002.3594,
  "mol_weight_g_mol": 258.128
}

***

Which formula does entry 1 have? C2H2O2S